Record 1
{"formula": "CH9NSi2", "method": "ωB97M-V with the def2-TZVPD basis set", "symbols": ["C", "N", "Si", "Si", "H", "H", "H", "H", "H", "H", "H", "H", "H"], "positions_angstrom": [[2.240, 0.413, 0.463], [-2.173, -0.470, 0.437], [0.745, -0.506, -0.385], [-1.228, 0.653, -0.452], [2.572, 1.322, -0.062], [2.157, 0.714, 1.494], [3.039, -0.243, 0.656], [-3.014, -0.228, 0.974], [-2.129, -1.483, 0.159], [0.648, -1.539, 0.582], [0.872, -1.183, -1.631], [-2.262, 0.802, -2.593], [-1.468, 1.748, 0.358]], "max_force_ev_per_a": 3.7, "homo_lumo_gap_ev": 8.48, "e_above_lowest_ev": 2.3208, "total_charge": 0}

=====

Record 2
{"formula": "CH9O3S", "method": "ωB97M-V with the def2-TZVPD basis set", "symbols": ["C", "S", "H", "H", "H", "H", "H", "O", "H", "H", "O", "H", "H", "O"], "positions_angstrom": [[1.222, -1.449, 0.769], [1.067, 0.262, 1.537], [0.294, -2.014, 0.882], [1.501, -1.472, -0.280], [1.932, -1.962, 1.419], [-1.273, -2.585, 2.131], [-0.940, -1.253, 2.739], [-1.628, -1.931, 2.729], [0.371, 1.835, -4.055], [-1.113, 1.412, -4.305], [-0.222, 1.103, -4.162], [-0.242, 3.034, 0.870], [-0.244, 2.134, -0.323], [-0.724, 2.885, 0.049]], "max_force_ev_per_a": 1.4, "homo_lumo_gap_ev": 5.96, "e_above_lowest_ev": 1.0953, "total_charge": -1}

=====

Record 3
{"formula": "CHAlF24O3P4", "method": "ωB97M-V with the def2-TZVPD basis set", "symbols": ["Al", "O", "C", "O", "O", "H", "P", "F", "F", "F", "F", "F", "F", "P", "F", "F", "F", "F", "F", "F", "P", "F", "F", "F", "F", "F", "F", "P", "F", "F", "F", "F", "F", "F"], "positions_angstrom": [[2.447, 2.355, 19.421], [-0.182, 2.858, 15.475], [0.746, 2.583, 16.435], [0.300, 1.926, 17.396], [1.937, 2.801, 16.356], [-0.887, 2.433, 15.968], [4.857, 0.080, 17.359], [4.643, -1.533, 17.202], [3.410, -0.108, 18.050], [5.666, -0.368, 18.710], [4.715, 1.646, 17.755], [6.268, 0.270, 16.478], [3.951, 0.295, 16.047], [-0.292, 3.931, 21.421], [-0.342, 2.549, 20.540], [-1.816, 4.318, 21.087], [-0.769, 3.063, 22.740], [-0.227, 5.353, 22.130], [1.259, 3.590, 21.784], [0.281, 4.545, 20.059], [0.860, -0.499, 21.286], [0.425, -1.932, 20.674], [-0.406, -0.482, 22.327], [1.783, -1.344, 22.360], [1.482, 0.987, 21.773], [2.065, -0.595, 20.202], [0.090, 0.198, 20.092], [3.944, 5.622, 18.543], [3.940, 6.000, 16.934], [4.438, 4.103, 18.242], [5.390, 6.170, 18.926], [3.774, 5.216, 20.089], [3.172, 6.995, 18.946], [2.411, 5.035, 18.236]], "max_force_ev_per_a": 4.0, "homo_lumo_gap_ev": [8.26, 4.72], "spin_multiplicity": 2, "e_above_lowest_ev": 0.4690, "total_charge": -3}

=====

Record 4
{"formula": "CHBeLiO3", "method": "ωB97M-V with the def2-TZVPD basis set", "symbols": ["O", "C", "H", "O", "O", "Be", "Li"], "positions_angstrom": [[3.564, 2.268, 2.268], [2.669, 1.732, 1.646], [1.686, 1.396, 2.106], [1.645, 3.633, 1.225], [1.661, 2.454, 0.973], [3.208, 3.953, 1.760], [1.741, 4.666, -0.282]], "max_force_ev_per_a": 12.4, "homo_lumo_gap_ev": [6.31, 9.90], "spin_multiplicity": 2, "e_above_lowest_ev": 0.0000, "total_charge": 1}

=====

Record 5
{"formula": "CHBr2IO2S", "method": "ωB97M-V with the def2-TZVPD basis set", "symbols": ["C", "O", "O", "S", "Br", "Br", "I", "H"], "positions_angstrom": [[0.254, -0.741, 0.045], [-0.895, 1.145, 1.582], [-1.149, -1.178, 2.374], [-1.062, -0.237, 1.313], [1.298, -1.901, 1.146], [-0.325, -1.488, -1.532], [-3.270, -0.365, 0.203], [0.936, 0.008, -0.250]], "max_force_ev_per_a": 1.9, "homo_lumo_gap_ev": 8.82, "e_above_lowest_ev": 0.2314, "total_charge": 0}

=====

Record 6
{"formula": "CHBr2O2S", "method": "ωB97M-V with the def2-TZVPD basis set", "symbols": ["C", "O", "O", "S", "Br", "Br", "H"], "positions_angstrom": [[-0.068, -0.909, 0.092], [1.423, 1.770, -0.396], [-0.506, 2.110, 1.055], [-0.025, 1.622, -0.211], [1.229, -1.947, -1.020], [-1.865, -1.353, -0.611], [-0.189, -1.293, 1.091]], "max_force_ev_per_a": 3.6, "homo_lumo_gap_ev": [4.25, 7.13], "spin_multiplicity": 3, "e_above_lowest_ev": 0.4583, "total_charge": -1}

=====

Record 7
{"formula": "CHBrCl3Mg", "method": "ωB97M-V with the def2-TZVPD basis set", "symbols": ["Mg", "Br", "C", "Cl", "Cl", "Cl", "H"], "positions_angstrom": [[2.938, -0.478, 0.513], [1.359, -1.077, 1.299], [-0.755, 0.308, -0.291], [-2.051, -0.684, 0.487], [-1.421, 1.952, -0.438], [-0.220, -0.354, -1.886], [0.150, 0.334, 0.316]], "max_force_ev_per_a": 12.2, "homo_lumo_gap_ev": 6.54, "e_above_lowest_ev": 2.2644, "total_charge": 1}

=====

Record 8
{"formula": "CHBrClF", "method": "ωB97M-V with the def2-TZVPD basis set", "symbols": ["C", "F", "Cl", "Br", "H"], "positions_angstrom": [[-2.154, -0.836, -0.431], [-2.028, 0.238, 0.374], [1.261, -1.940, -0.559], [-0.546, -0.995, -1.375], [-2.846, -1.749, -0.135]], "max_force_ev_per_a": 3.8, "homo_lumo_gap_ev": [7.90, 8.01], "e_above_lowest_ev": 1.0842, "total_charge": 0}

=====

Record 9
{"formula": "CHBrClNO", "method": "ωB97M-V with the def2-TZVPD basis set", "symbols": ["C", "N", "O", "Cl", "Br", "H"], "positions_angstrom": [[-1.012, -0.566, -0.320], [-1.182, 0.106, 0.616], [-0.939, 1.049, 1.307], [-1.524, -1.919, -1.116], [2.254, 0.265, -0.809], [2.403, 1.065, 0.322]], "max_force_ev_per_a": 2.3, "homo_lumo_gap_ev": 9.58, "smiles": "[O-][N+]#CCl.Br", "e_above_lowest_ev": 3.3323, "total_charge": 0}

=====

Record 10
{"formula": "CHBrClO4S", "method": "ωB97M-V with the def2-TZVPD basis set", "symbols": ["C", "O", "O", "O", "O", "S", "Cl", "Br", "H"], "positions_angstrom": [[-2.296, 1.864, -0.628], [-1.848, 2.875, -0.288], [-0.375, -0.369, 0.860], [1.573, -0.563, -0.722], [-2.626, 0.858, -1.043], [0.804, -1.149, 0.657], [2.330, -0.079, 2.115], [-0.011, -3.217, -0.477], [2.450, -0.220, -0.472]], "max_force_ev_per_a": 2.3, "homo_lumo_gap_ev": 7.53, "e_above_lowest_ev": 0.0000, "total_charge": -1}

=====

Record 11
{"formula": "CHBrF2O", "method": "ωB97M-V with the def2-TZVPD basis set", "symbols": ["C", "O", "F", "F", "Br", "H"], "positions_angstrom": [[-0.012, 0.765, -0.426], [2.389, 0.085, -0.123], [0.010, 1.961, -0.977], [-0.418, -0.200, -1.316], [3.600, 0.999, -0.752], [-0.109, 0.348, 0.555]], "max_force_ev_per_a": 4.0, "homo_lumo_gap_ev": [9.65, 6.69], "e_above_lowest_ev": 5.6197, "total_charge": 0}

=====

Record 12
{"formula": "CHBrINO2", "method": "ωB97M-V with the def2-TZVPD basis set", "symbols": ["C", "N", "O", "O", "Br", "I", "H"], "positions_angstrom": [[0.471, -0.496, 0.468], [-0.663, 0.490, -0.842], [-1.770, 0.113, -0.876], [0.025, 1.206, -1.493], [-0.709, -1.161, 1.714], [1.769, 1.012, 1.154], [0.878, -1.163, -0.126]], "max_force_ev_per_a": 6.4, "homo_lumo_gap_ev": 9.46, "e_above_lowest_ev": 0.9927, "total_charge": 0}

=====

Record 13
{"formula": "CHCl2F2NS", "method": "ωB97M-V with the def2-TZVPD basis set", "symbols": ["C", "N", "F", "F", "S", "Cl", "Cl", "H"], "positions_angstrom": [[0.094, 0.647, -0.336], [1.464, -0.033, 0.898], [3.939, 0.263, 0.865], [2.742, 1.474, 2.489], [2.493, 1.142, 0.915], [-0.491, 2.057, 0.459], [0.873, 0.792, -1.878], [-0.506, -0.347, -0.442]], "max_force_ev_per_a": 4.5, "homo_lumo_gap_ev": 10.19, "e_above_lowest_ev": 1.5341, "total_charge": 0}

=====

Record 14
{"formula": "CHCl2NO", "method": "ωB97M-V with the def2-TZVPD basis set", "symbols": ["C", "N", "O", "Cl", "Cl", "H"], "positions_angstrom": [[0.097, -0.145, 0.241], [-0.651, 0.894, -0.591], [-0.916, 0.550, -1.698], [-0.488, -0.135, 1.922], [1.873, -0.009, 0.229], [0.085, -1.155, -0.102]], "max_force_ev_per_a": 1.5, "homo_lumo_gap_ev": 9.02, "smiles": "O=NC(Cl)Cl", "e_above_lowest_ev": 0.6247, "total_charge": 0}

=====

Record 15
{"formula": "CHCl2NO2", "method": "ωB97M-V with the def2-TZVPD basis set", "symbols": ["C", "N", "O", "O", "Cl", "Cl", "H"], "positions_angstrom": [[1.933, -0.092, -0.175], [-1.055, 0.130, 0.192], [1.600, 0.407, -1.138], [2.166, -0.606, 0.827], [-1.825, -1.439, -0.129], [-1.904, 1.234, 1.200], [-0.915, 0.367, -0.777]], "max_force_ev_per_a": 3.2, "homo_lumo_gap_ev": 9.70, "smiles": "ClNCl.O=C=O", "e_above_lowest_ev": 0.2912, "total_charge": 0}

=====

Record 16
{"formula": "CHCl3", "method": "ωB97M-V with the def2-TZVPD basis set", "symbols": ["C", "Cl", "Cl", "Cl", "H"], "positions_angstrom": [[-0.012, 0.095, 0.001], [-0.817, -0.910, -1.146], [1.705, 0.127, -0.332], [-0.507, -0.422, 1.644], [-0.369, 1.111, -0.167]], "max_force_ev_per_a": 1.1, "homo_lumo_gap_ev": 11.87, "smiles": "ClC(Cl)Cl", "e_above_lowest_ev": 0.0832, "total_charge": 0}

=====

Record 17
{"formula": "CHCl3N2", "method": "ωB97M-V with the def2-TZVPD basis set", "symbols": ["C", "N", "N", "Cl", "Cl", "Cl", "H"], "positions_angstrom": [[-0.307, 0.188, 0.015], [-0.893, -0.924, 0.029], [1.007, 0.209, 0.300], [-2.584, -0.887, -0.166], [1.895, -1.227, 0.166], [1.788, 1.577, -0.254], [-0.907, 1.064, -0.090]], "max_force_ev_per_a": 2.4, "homo_lumo_gap_ev": 9.30, "smiles": "Cl/N=C/N(Cl)Cl", "e_above_lowest_ev": 0.5787, "total_charge": 0}

=====

Record 18
{"formula": "CHCl3NOP", "method": "ωB97M-V with the def2-TZVPD basis set", "symbols": ["C", "N", "O", "P", "Cl", "Cl", "Cl", "H"], "positions_angstrom": [[-1.453, -0.105, 0.028], [-0.640, 0.890, 0.235], [-1.044, -1.216, -0.430], [0.856, 0.271, -0.073], [1.987, 1.755, 0.437], [1.505, -0.211, -1.842], [1.248, -1.175, 1.321], [-2.460, -0.209, 0.325]], "max_force_ev_per_a": 4.2, "homo_lumo_gap_ev": 9.69, "e_above_lowest_ev": 0.9045, "total_charge": 0}

=====

Record 19
{"formula": "CHCl3O2S", "method": "ωB97M-V with the def2-TZVPD basis set", "symbols": ["C", "O", "O", "S", "Cl", "Cl", "Cl", "H"], "positions_angstrom": [[-0.644, -0.224, 0.420], [-1.299, 2.418, 0.298], [-3.075, 0.861, 0.352], [-1.752, 1.157, 0.010], [0.041, 0.128, 1.966], [-1.572, -1.711, 0.332], [-1.544, 0.743, -2.067], [0.102, -0.198, -0.447]], "max_force_ev_per_a": 6.4, "homo_lumo_gap_ev": [7.00, 5.89], "spin_multiplicity": 3, "e_above_lowest_ev": 2.8742, "total_charge": 0}

=====

Record 20
{"formula": "CHCl4P", "method": "ωB97M-V with the def2-TZVPD basis set", "symbols": ["C", "P", "Cl", "Cl", "Cl", "Cl", "H"], "positions_angstrom": [[1.260, -0.424, 1.270], [-1.646, 0.127, -0.682], [0.040, 0.820, 1.248], [0.283, -1.836, 0.902], [-1.982, 1.961, -1.356], [0.081, -0.421, -1.748], [1.964, -0.228, 0.367]], "max_force_ev_per_a": 3.1, "homo_lumo_gap_ev": [6.18, 8.34], "e_above_lowest_ev": 2.1442, "total_charge": 0}